ORCA calculation (the ωB97M-V functional and the def2-TZVPD basis) on a molecular structure, C49H45Cl3IN3O9PS5TeY.

Element x y z (Å)
I -4.248 -0.365 -5.559
Te 2.620 0.425 -2.044
Y 0.544 0.454 0.824
Cl 4.496 2.679 0.516
Cl 5.970 0.253 -0.124
Cl 6.292 1.522 2.439
S 4.998 0.473 -4.470
S -2.260 -3.376 1.495
S 1.038 3.435 1.479
S 1.374 -0.984 3.716
S 0.491 -3.887 -1.620
P -1.545 1.597 2.502
O 1.927 4.520 1.169
O -1.515 0.785 -0.381
O -2.836 4.017 0.233
O 0.501 2.762 0.252
O -0.465 -1.307 1.580
O 1.527 2.365 2.347
O -0.841 2.624 -2.353
O 4.280 -0.521 2.627
O 2.870 0.309 1.089
N -1.620 -1.592 -2.531
N 1.215 -1.390 -0.452
N -0.923 -0.525 -2.926
C 3.234 -4.661 -2.907
C 1.313 -2.383 0.417
C -2.949 1.547 1.433
C -2.626 -0.468 3.974
C -1.334 6.158 3.250
C -2.791 -1.241 5.112
C -3.853 1.220 -0.836
C -2.737 -1.771 -3.249
C -1.136 4.929 -1.698
C -4.260 1.511 1.892
C 3.365 0.731 -3.989
C -1.465 -5.798 1.333
C -0.574 -3.669 1.505
C -2.387 3.136 -0.465
C -1.610 0.013 -3.921
C -2.918 3.622 -2.868
C 1.520 -3.522 3.708
C -5.100 1.154 -0.308
C -2.308 5.392 3.875
C -1.487 1.199 5.280
C -2.604 -5.050 1.375
C 3.518 1.826 -6.041
C -2.315 -0.796 6.338
C -1.343 3.374 2.949
C 2.509 -3.447 -3.492
C 0.319 -2.447 1.612
C -0.294 -4.999 1.409
C -0.354 4.157 2.351
C 2.257 -1.658 -1.418
C -5.360 1.382 1.065
C -1.976 0.764 4.050
C 2.153 -1.736 5.034
C 3.964 0.212 1.715
C 3.535 -2.478 -4.057
C 4.783 1.332 -5.937
C -0.354 5.537 2.492
C -2.313 4.017 3.715
C -2.774 -0.737 -4.162
C 1.073 -2.484 2.941
C 2.664 -2.947 0.398
C 1.548 -2.732 -2.495
C -1.663 0.426 6.419
C 2.710 1.484 -4.925
C 5.114 1.162 1.158
C -2.661 1.660 -0.038
C 3.291 -2.401 -0.656
C -1.792 3.558 -1.837
C 2.151 -3.092 4.904
C 1.644 -3.932 -4.666
H 3.052 -3.655 1.114
H -0.738 5.220 -2.672
H -1.332 7.236 3.353
H -3.674 0.962 -1.875
H -6.363 1.325 1.467
H -1.862 5.669 -1.363
H -3.279 -2.205 5.033
H -2.972 -0.827 3.013
H -1.290 0.968 -1.314
H 4.305 -2.574 -0.979
H 0.937 -2.049 -3.085
H -3.098 3.425 4.171
H -3.077 5.868 4.473
H -0.054 2.691 -1.789
H -2.565 4.160 -3.752
H 1.399 -4.558 3.430
H -0.318 4.899 -0.978
H 4.200 -2.084 -3.283
H 0.855 -4.592 -4.307
H 2.260 -4.472 -5.393
H -4.418 1.519 2.968
H -1.185 -2.244 -1.862
H -5.916 0.865 -0.966
H 0.712 -5.386 1.328
H -1.459 -6.875 1.235
H 1.178 -3.084 -5.176
H -3.623 -5.401 1.324
H -3.411 -2.589 -3.062
H 2.573 -3.760 5.642
H -0.948 2.137 5.344
H 5.584 1.415 -6.654
H 1.673 1.773 -4.812
H 3.917 -4.387 -2.102
H 3.168 2.400 -6.888
H 2.518 -5.377 -2.507
H -1.270 0.920 -4.394
H 3.822 -5.142 -3.696
H -3.222 2.620 -3.167
H -1.274 0.775 7.369
H 4.163 -2.974 -4.803
H -3.783 4.139 -2.454
H -2.436 -1.408 7.224
H 0.426 6.110 2.011
H 2.569 -1.142 5.832
H 3.042 -1.637 -4.544

The net charge is -2. The orbital gap is 4.962 eV.

***

ORCA calculation (the ωB97M-V functional and the def2-TZVPD basis) on a molecular structure, C41H45N4O2PSSnTe.

Element x y z (Å)
Te 3.202 -0.820 -0.857
Sn 0.032 -0.007 0.217
S -0.916 -1.082 -2.768
P -2.188 2.034 -0.857
O 1.080 1.482 -1.353
O 1.355 1.745 1.116
N 1.713 2.513 -0.832
N 1.031 -2.437 -4.020
N 0.166 -3.373 -2.059
N 1.862 2.679 0.426
C -1.317 -2.089 1.669
C 4.653 -1.088 -4.893
C 0.887 -4.498 -2.211
C -2.659 5.462 1.361
C 1.695 -4.633 -3.289
C -2.093 3.744 -0.240
C -6.315 2.030 -0.980
C -2.861 4.193 0.833
C 3.150 5.399 -3.538
C 1.958 3.356 -3.081
C -2.017 2.280 -2.675
C 0.760 -3.648 1.373
C 4.771 -2.341 -2.840
C 5.662 -3.225 -3.453
C -0.900 5.849 -0.228
C 0.063 -2.378 1.765
C -5.566 -0.205 -0.502
C -3.954 1.580 -0.755
C 1.750 -3.522 -4.159
C 3.425 5.535 -2.181
C -2.857 -0.175 2.597
C -6.599 0.692 -0.730
C 2.233 3.513 -1.734
C 2.420 4.308 -3.982
C -1.542 -0.844 2.303
C 6.046 -3.043 -4.771
C -1.679 6.292 0.834
C -0.138 0.852 3.662
C 0.152 -2.346 -2.973
C -5.000 2.470 -1.000
C -4.249 0.239 -0.510
C -2.373 -2.983 1.075
C 3.279 -0.313 -2.922
C 2.972 4.595 -1.270
C 4.347 -2.546 -1.402
C -1.106 4.584 -0.760
C 5.539 -1.967 -5.495
C 2.139 -1.298 2.874
C -0.297 -0.361 2.784
C 4.260 -1.264 -3.565
C 0.699 -1.309 2.442
H -3.028 -0.118 3.676
H -3.436 -0.460 -0.335
H -3.365 -2.707 1.434
H 5.841 -1.813 -6.524
H 1.525 -3.492 0.603
H 2.795 -1.735 2.117
H -0.962 2.332 -2.946
H -1.521 7.279 1.251
H 4.251 -0.253 -5.456
H -0.408 -3.236 -1.235
H -2.539 3.182 -2.997
H -2.431 -2.939 -0.023
H -0.125 6.485 -0.642
H 2.496 -0.284 3.063
H 4.004 6.379 -1.826
H -0.494 4.252 -1.593
H 2.206 4.189 -5.037
H 0.782 -5.250 -1.440
H 1.396 2.491 -3.407
H -4.784 3.513 -1.205
H -2.448 1.411 -3.171
H 0.050 -4.392 1.000
H 2.433 -3.531 -5.006
H 1.267 -4.100 2.231
H 2.283 -1.879 3.792
H -7.628 0.350 -0.720
H -0.631 1.733 3.242
H 0.911 1.113 3.801
H -3.699 -0.709 2.159
H 5.206 -2.653 -0.741
H 3.506 6.141 -4.242
H -3.268 5.800 2.190
H -7.122 2.730 -1.161
H 6.746 -3.729 -5.231
H 2.278 -0.421 -3.341
H -0.577 0.676 4.650
H 6.057 -4.061 -2.885
H 3.730 -3.440 -1.296
H -3.621 3.549 1.261
H -2.897 0.850 2.216
H -2.214 -4.028 1.355
H 3.590 0.726 -3.022
H -5.785 -1.250 -0.314
H 3.180 4.692 -0.213
H 2.282 -5.524 -3.452

The orbital gap is 6.878 eV.

***

ORCA calculation (the ωB97M-V functional and the def2-TZVPD basis) on a molecular structure, C9H15BCrN5O22S.

Element x y z (Å)
Cr 1.007 -15.395 -0.117
S 2.424 -14.597 -2.247
O 8.283 -19.500 -0.442
O 3.493 -15.373 -2.833
O -0.358 -16.200 1.650
O 2.118 -13.381 -3.002
O 1.348 -13.241 3.682
O 1.446 -13.955 1.656
O 2.888 -18.483 3.180
O 5.008 -18.527 2.468
O 1.139 -15.426 -2.130
O -1.547 -17.929 2.110
O 2.519 -16.744 0.877
O 0.259 -19.796 -1.604
O 8.962 -16.944 0.844
O 4.705 -17.205 0.556
O 6.859 -17.135 1.646
O -3.031 -14.406 -1.387
O -0.038 -13.268 -0.607
O 2.658 -14.309 -0.780
O 0.955 -11.362 -0.508
O 6.270 -19.075 0.475
O 0.374 -17.911 -0.580
O -1.427 -15.734 -0.845
N 0.241 -12.170 -1.052
N 1.805 -13.235 2.558
N -2.227 -15.281 -1.628
N -0.724 -17.083 2.395
N 0.491 -19.111 -0.627
C 7.916 -17.506 0.929
C -0.240 -11.876 -2.415
C 2.947 -12.350 2.230
C -2.233 -15.874 -3.002
C 3.581 -17.241 1.190
C 3.754 -18.152 2.420
C -0.084 -17.112 3.735
C 0.933 -19.813 0.616
C 7.550 -18.822 0.201
B 5.724 -18.006 1.313
H 0.958 -17.389 3.548
H -0.224 -10.807 -2.580
H 0.521 -12.368 -3.040
H -0.075 -16.085 4.090
H 1.190 -19.052 1.342
H -3.276 -16.014 -3.257
H 2.781 -11.950 1.234
H -1.693 -16.813 -2.936
H 3.816 -13.006 2.190
H -0.536 -17.864 4.364
H -1.210 -12.337 -2.556
H 0.133 -20.481 0.906
H 3.059 -11.594 2.995
H 1.852 -20.344 0.373
H -1.668 -15.214 -3.651

The multiplicity is 5. The net charge is -1. The orbital gap (spin up / spin down) is 7.483 / 7.951 eV.

***

ORCA calculation (the ωB97M-V functional and the def2-TZVPD basis) on a molecular structure, C23H24AsFeN2O3S2Se2.

Element x y z (Å)
Se -0.773 2.626 1.499
Se -1.654 2.240 -1.706
As 1.441 -1.519 1.631
Fe -0.330 -0.562 -1.154
S 1.832 -1.209 -1.586
S -3.486 -0.857 -4.695
O -1.294 -0.168 0.859
O -1.145 -2.195 0.232
O -1.880 -1.740 2.193
N -1.559 -0.535 -2.746
N -1.464 -1.376 1.126
C 1.205 -2.740 5.689
C 5.702 0.515 2.176
C 0.255 -4.494 4.366
C 4.718 1.076 1.380
C 2.695 -3.784 -1.710
C -2.389 -0.694 -3.568
C 0.258 2.200 -2.080
C -0.791 4.228 0.318
C 2.664 -4.142 1.022
C 2.182 -2.952 0.503
C 3.481 0.465 1.288
C 2.228 -2.761 -0.884
C 0.070 3.549 3.020
C 5.448 -0.664 2.857
C 0.607 -3.986 5.605
C 3.136 -4.976 -1.171
C 1.191 -2.549 3.282
C 4.216 -1.282 2.744
C 0.520 -3.767 3.220
C -1.714 4.044 -0.865
C 3.213 -0.720 1.966
C 1.499 -2.031 4.536
C 3.134 -5.155 0.203
H 0.416 -4.557 6.504
H 2.698 0.902 0.675
H 4.030 -2.212 3.270
H -0.626 4.260 3.464
H 0.240 4.394 -0.006
H 4.920 1.990 0.835
H 0.790 2.189 -1.128
H 1.431 -2.323 6.662
H 2.677 -4.274 2.097
H 0.323 2.772 3.738
H -0.222 -5.461 4.290
H 2.705 -3.621 -2.778
H 3.501 -5.761 -1.821
H -1.509 4.791 -1.637
H 0.540 3.061 -2.686
H -1.111 5.079 0.927
H 6.665 0.998 2.272
H 0.972 4.059 2.689
H 0.214 -4.144 2.250
H -2.753 4.142 -0.548
H 3.494 -6.078 0.638
H 1.979 -1.058 4.595
H 6.219 -1.106 3.475
H 0.458 1.269 -2.620

The multiplicity is 5. The net charge is -1. The orbital gap (spin up / spin down) is 7.331 / 7.429 eV.

***

| no. | energy (hartree) |
| --- | --- |
| 1 | -7052.7668 |
| 2 | -3180.6216 |
| 3 | -3748.4678 |
| 4 | -10324.7836 |